C33H60FNO9S2 | ωB97M-V/def2-TZVPD

Each atom is followed by the atoms it is bonded to, with distances in Å.
Cartesian coordinates (Å):
1 C 1.49 -2.93 2.42  C2 1.327, H17 1.163
2 C 1.37 -1.92 1.56  C1 1.327, C3 1.616
3 C 1.43 -1.10 0.17  C2 1.616, N4 1.496, C8 1.615, H18 1.169
4 N 2.34 0.08 0.07  C3 1.496, C5 1.507, H19 1.043
5 C 2.14 0.56 -1.35  N4 1.507, O6 1.269, C7 1.642
6 O 2.88 1.29 -2.07  C5 1.269
7 C 0.68 0.02 -1.88  C5 1.642, C8 1.651, H20 1.156, H21 1.168
8 C 0.05 -0.55 -0.47  C3 1.615, C7 1.651, C9 1.640, S13 1.855
9 C -0.92 -1.74 -1.04  C8 1.640, S10 1.861, H22 1.167, H23 1.168
10 S -1.94 -2.59 0.27  C9 1.861, C11 1.860
11 C -3.45 -1.61 0.72  S10 1.860, C12 1.624, H24 1.168, H25 1.166
12 C -4.84 -2.20 0.14  C11 1.624, H26 1.151, H27 1.151, H28 1.168
13 S -0.83 0.90 0.29  C8 1.855, O14 1.526, O15 1.524, F16 1.720
14 O -1.39 0.63 1.68  S13 1.526
15 O 0.04 2.15 0.42  S13 1.524
16 F -2.06 1.33 -0.84  S13 1.720
17 H 1.56 -3.86 3.11  C1 1.163
18 H 1.83 -1.80 -0.67  C3 1.169
19 H 2.22 0.82 0.79  N4 1.043
20 H 0.69 -0.88 -2.59  C7 1.156
21 H -0.03 0.85 -2.29  C7 1.168
22 H -1.56 -1.24 -1.88  C9 1.167
23 H -0.21 -2.55 -1.49  C9 1.168
24 H -3.59 -1.49 1.87  C11 1.168
25 H -3.37 -0.51 0.32  C11 1.166
26 H -4.66 -2.47 -0.96  C12 1.151
27 H -5.26 -3.07 0.78  C12 1.151
28 H -5.60 -1.31 0.15  C12 1.168
29 C 4.10 4.89 -1.44  C30 1.510, C33 1.515, H34 1.092, H35 1.096
30 C 2.60 4.95 -1.62  C29 1.510, C31 1.515, H36 1.095, H37 1.092
31 C 2.36 6.44 -1.76  C30 1.515, O32 1.435, H38 1.095, H39 1.092
32 O 3.53 7.00 -2.37  C31 1.435, C33 1.434
33 C 4.57 6.01 -2.35  C29 1.515, O32 1.434, H40 1.096, H41 1.093
34 H 4.54 3.92 -1.69  C29 1.092
35 H 4.36 5.13 -0.40  C29 1.096
36 H 2.32 4.44 -2.55  C30 1.095
37 H 2.04 4.50 -0.80  C30 1.092
38 H 2.22 6.91 -0.79  C31 1.095
39 H 1.48 6.66 -2.38  C31 1.092
40 H 4.71 5.65 -3.38  C33 1.096
41 H 5.51 6.46 -2.01  C33 1.093
42 C 1.51 4.75 2.63  C43 1.511, C46 1.515, H47 1.092, H48 1.096
43 C 3.00 4.96 2.66  C42 1.511, C44 1.515, H49 1.096, H50 1.092
44 C 3.30 4.94 4.14  C43 1.515, O45 1.434, H51 1.095, H52 1.093
45 O 2.33 4.08 4.75  C44 1.434, C46 1.435
46 C 1.30 3.79 3.79  C42 1.515, O45 1.435, H53 1.096, H54 1.093
47 H 1.13 4.36 1.68  C42 1.092
48 H 1.00 5.70 2.84  C42 1.096
49 H 3.50 4.12 2.17  C43 1.096
50 H 3.33 5.88 2.17  C43 1.092
51 H 3.19 5.94 4.58  C44 1.095
52 H 4.31 4.57 4.36  C44 1.093
53 H 1.43 2.75 3.47  C46 1.096
54 H 0.32 3.90 4.25  C46 1.093
55 C 0.51 -7.12 -3.10  C56 1.512, C59 1.515, H60 1.092, H61 1.096
56 C -0.98 -6.98 -2.88  C55 1.512, C57 1.514, H62 1.092, H63 1.092
57 C -1.08 -5.62 -2.23  C56 1.514, O58 1.436, H64 1.095, H65 1.093
58 O 0.01 -4.83 -2.74  C57 1.436, C59 1.435
59 C 0.91 -5.70 -3.44  C55 1.515, O58 1.435, H66 1.095, H67 1.093
60 H 0.78 -7.83 -3.88  C55 1.092
61 H 1.00 -7.43 -2.17  C55 1.096
62 H -1.50 -6.97 -3.84  C56 1.092
63 H -1.41 -7.78 -2.27  C56 1.092
64 H -0.95 -5.69 -1.14  C57 1.095
65 H -2.03 -5.12 -2.44  C57 1.093
66 H 0.80 -5.50 -4.51  C59 1.095
67 H 1.94 -5.47 -3.15  C59 1.093
68 C -2.82 7.19 -0.30  C69 1.511, C72 1.515, H73 1.092, H74 1.096
69 C -2.64 8.06 -1.53  C68 1.511, C70 1.515, H75 1.095, H76 1.092
70 C -1.18 8.44 -1.44  C69 1.515, O71 1.434, H77 1.095, H78 1.093
71 O -0.50 7.35 -0.78  C70 1.434, C72 1.435
72 C -1.49 6.47 -0.23  C68 1.515, O71 1.435, H79 1.096, H80 1.093
73 H -3.67 6.51 -0.36  C68 1.092
74 H -2.95 7.83 0.58  C68 1.096
75 H -2.81 7.46 -2.43  C69 1.095
76 H -3.31 8.92 -1.56  C69 1.092
77 H -1.04 9.34 -0.83  C70 1.095
78 H -0.73 8.61 -2.42  C70 1.093
79 H -1.50 5.56 -0.84  C72 1.096
80 H -1.21 6.20 0.79  C72 1.093
81 C -5.79 -6.72 -3.62  C82 1.511, C85 1.515, H86 1.092, H87 1.096
82 C -5.61 -5.86 -4.85  C81 1.511, C83 1.515, H88 1.095, H89 1.092
83 C -4.15 -5.48 -4.77  C82 1.515, O84 1.435, H90 1.095, H91 1.093
84 O -3.47 -6.56 -4.11  C83 1.435, C85 1.435
85 C -4.46 -7.44 -3.55  C81 1.515, O84 1.435, H92 1.095, H93 1.093
86 H -6.64 -7.40 -3.67  C81 1.092
87 H -5.91 -6.08 -2.74  C81 1.096
88 H -5.79 -6.47 -5.75  C82 1.095
89 H -6.28 -5.00 -4.89  C82 1.092
90 H -4.01 -4.58 -4.16  C83 1.095
91 H -3.70 -5.31 -5.75  C83 1.093
92 H -4.47 -8.36 -4.15  C85 1.095
93 H -4.17 -7.70 -2.52  C85 1.093
94 C 3.87 -2.78 7.21  C95 1.511, C98 1.515, H99 1.092, H100 1.095
95 C 2.37 -2.56 7.29  C94 1.511, C96 1.515, H101 1.095, H102 1.092
96 C 1.92 -2.98 5.91  C95 1.515, O97 1.434, H103 1.095, H104 1.093
97 O 2.83 -3.99 5.46  C96 1.434, C98 1.434
98 C 3.95 -4.02 6.35  C94 1.515, O97 1.434, H105 1.095, H106 1.093
99 H 4.34 -2.91 8.19  C94 1.092
100 H 4.34 -1.94 6.70  C94 1.095
101 H 1.94 -3.23 8.04  C95 1.095
102 H 2.10 -1.54 7.54  C95 1.092
103 H 1.98 -2.14 5.20  C96 1.095
104 H 0.90 -3.37 5.90  C96 1.093
105 H 3.88 -4.94 6.95  C98 1.095
106 H 4.88 -4.07 5.77  C98 1.093

As for the LUMO energy: -0.54 eV. The max |F| comes out at 0.140 Eh/bohr. The spin multiplicity is 1. The HOMO energy comes out at -8.88 eV. As for the structure (SMILES): C#C[C@@H]1NC(=O)C[C@]1(CSCC)S(=O)(=O)F.C1CCOC1.C1CCOC1.C1CCOC1.C1CCOC1.C1CCOC1.C1CCOC1.